No. 1
Here is a structure of composition C20H25I2N5O6SV from the OMol25 dataset. Energies are from the ωB97M-V functional and the def2-TZVPD basis.

Summary:
Gap between HOMO and LUMO (alpha / beta): 7.14 / 6.25 eV
DFT total energy: -3439.950236 Eh
Expectation value of S²: 3.768
Multiplicity: 4
LUMO level (alpha / beta): -0.0354 / -0.0817 hartree
Strongest force on any atom: 0.8 eV/Å

Last column: Mulliken charge in e.
Cartesian coordinates (Å):
V -1.311 0.333 -1.666  0.5256
C -0.275 -2.409 -4.659  -1.2959
C -1.180 -1.914 -3.574  0.9644
O -0.840 -0.750 -3.082  -0.6423
C -2.276 -2.595 -3.136  -1.2398
C -3.157 -2.113 -2.118  1.1561
C -4.398 -2.900 -1.829  -1.3566
N -2.900 -1.011 -1.465  0.4177
N -3.880 -0.629 -0.543  -0.7545
C -3.612 0.568 -0.131  0.5955
O -2.561 1.221 -0.564  -0.5963
C -4.490 1.265 0.832  0.3894
C -4.260 2.606 1.126  -0.3219
C -5.082 3.266 2.026  -0.6828
C -6.127 2.591 2.637  -0.3541
C -6.356 1.252 2.348  -0.6646
C -5.542 0.589 1.448  -0.3577
H -0.400 -1.791 -5.549  0.3252
H 0.763 -2.312 -4.340  0.2950
H -0.481 -3.445 -4.915  0.3553
H -2.523 -3.538 -3.600  0.2772
H -4.438 -3.793 -2.446  0.3895
H -4.431 -3.174 -0.775  0.3089
H -5.280 -2.285 -2.014  0.3214
H -3.438 3.119 0.645  0.4326
H -4.904 4.309 2.251  0.3985
H -6.765 3.108 3.343  0.3858
H -7.171 0.725 2.829  0.3856
H -5.709 -0.453 1.212  0.4558
I 0.125 2.675 -1.907  -0.2956
I 3.353 2.962 -1.904  -0.2181
C 7.600 2.075 1.159  -1.2729
C 6.082 2.006 1.154  -0.2604
S 5.545 0.307 1.277  1.3019
O 6.056 -0.268 2.493  -0.6908
O 5.798 -0.357 0.022  -0.6709
C 3.760 0.447 1.436  -0.2168
C 3.148 -0.938 1.292  -1.5927
N 1.717 -0.821 1.017  0.2858
C 1.222 -0.693 -0.226  0.8368
N -0.090 -0.480 -0.187  0.4410
C -0.475 -0.500 1.123  -0.9344
C 0.640 -0.700 1.879  0.0972
N 0.714 -0.727 3.308  1.0435
O 1.817 -0.739 3.828  -0.6253
O -0.343 -0.709 3.902  -0.6177
C 2.042 -0.798 -1.456  -1.1558
H 7.910 3.117 1.097  0.3821
H 8.014 1.543 0.303  0.3457
H 8.004 1.641 2.072  0.3486
H 5.653 2.396 0.229  0.1235
H 5.646 2.537 2.000  0.3869
H 3.418 1.109 0.636  0.2388
H 3.531 0.884 2.407  0.4597
H 3.295 -1.531 2.186  0.3588
H 3.594 -1.456 0.445  0.5834
H -1.490 -0.345 1.444  0.5963
H 2.532 -1.772 -1.506  0.4262
H 2.809 -0.023 -1.491  0.0983
H 1.401 -0.680 -2.325  0.0841

No. 2
Here is the molecule C3H2F2O2 at a distorted geometry from the OMol25 dataset. Energies are from the ωB97M-V functional and the def2-TZVPD basis.

Summary:
Gap between HOMO and LUMO (alpha / beta): 8.56 / 6.27 eV
DFT total energy: -465.584537 Eh
Multiplicity: 1
LUMO level (alpha / beta): -0.0192 / -0.0638 hartree
Strongest force on any atom: 1.7 eV/Å

Last column: Mulliken charge in e.
Cartesian coordinates (Å):
C -0.755 -0.772 0.034  0.5797
C 1.485 -0.139 0.066  -0.3170
C -1.013 0.587 -0.210  0.1971
O -1.391 -1.750 -0.233  -0.5171
O 0.586 -0.851 0.606  -0.2387
F -0.367 1.591 0.427  -0.1951
F -2.282 0.955 -0.413  -0.1895
H 1.437 0.177 -0.970  0.3716
H 2.300 0.201 0.693  0.3091

No. 3
Here is a structure of composition C29H50P2Pb at a distorted geometry from the OMol25 dataset. Energies are from the ωB97M-V functional and the def2-TZVPD basis.

Summary:
Gap between HOMO and LUMO (alpha / beta): 2.45 / 2.41 eV
DFT total energy: -2009.580366 Eh
Charge: +2
Multiplicity: 1
LUMO level (alpha / beta): -0.3221 / -0.3212 hartree
Strongest force on any atom: 5.6 eV/Å

Last column: Mulliken charge in e.
Cartesian coordinates (Å):
Pb 0.706 -1.283 -1.541  1.4018
C -0.599 -3.280 3.217  0.2593
C 0.692 -3.792 2.938  0.4283
C 0.950 -1.801 4.052  0.7185
C -0.441 -2.058 3.920  0.9206
C 1.646 -2.883 3.467  0.5088
C -1.880 -3.880 2.800  -1.7114
H -1.873 -4.155 1.738  0.3744
H -2.709 -3.185 2.955  0.3655
H -2.092 -4.788 3.380  0.3104
C -1.575 -1.189 4.290  -1.6815
H -2.498 -1.782 4.363  0.5680
H -1.736 -0.428 3.513  0.0901
H -1.410 -0.696 5.260  0.4386
C 1.632 -0.598 4.576  -1.3822
H 1.136 -0.182 5.460  0.4027
H 1.688 0.184 3.810  0.0425
H 2.656 -0.857 4.846  0.4428
C 3.112 -3.019 3.375  -1.5003
H 3.481 -3.835 4.018  0.3045
H 3.600 -2.093 3.706  0.3810
H 3.454 -3.220 2.348  0.3088
C 1.006 -5.092 2.321  -1.4572
H 1.267 -5.815 3.105  0.3105
H 1.855 -5.014 1.632  0.3317
H 0.143 -5.477 1.767  0.3933
C -1.060 0.744 -4.547  0.1616
C -1.754 -0.396 -4.582  -0.5369
C -1.201 -1.734 -4.969  -0.8081
C 0.337 -1.911 -4.927  -1.2079
C 1.119 -1.379 -3.723  -0.4368
C 1.475 -0.023 -3.535  -0.7200
C 1.448 1.000 -4.670  -0.4222
C 0.107 1.086 -5.398  -1.2811
H -1.564 -1.968 -5.987  0.3850
H 0.765 -1.545 -5.870  0.3512
H -1.628 -2.489 -4.293  0.3987
H 0.174 0.476 -6.310  0.3613
H -1.533 1.628 -4.074  0.6678
H -2.849 -0.364 -4.517  0.5877
H -0.056 2.122 -5.733  0.4348
H 1.694 2.039 -4.348  -0.1221
H 2.287 0.223 -2.834  1.0863
H 2.264 0.764 -5.368  0.4612
H 0.511 -2.988 -4.894  0.4779
H 1.866 -2.157 -3.457  0.7794
P -1.595 1.450 -0.703  1.2610
C -3.143 2.283 -1.261  -1.4579
C -1.989 -0.126 -1.595  -1.1975
P 1.079 3.115 -0.720  0.2928
C -0.293 2.284 -1.734  0.1764
C 2.385 1.812 -0.421  -0.7845
C 1.922 3.980 -2.093  -1.0884
H -3.313 3.287 -0.860  0.4116
H -3.973 1.623 -0.956  0.4566
H -3.103 2.315 -2.361  0.4871
H -1.288 -0.247 -2.430  -0.6371
H -2.991 -0.106 -2.037  0.5774
H -1.891 -0.942 -0.872  0.5987
H 1.680 3.547 -3.049  0.1969
H 3.003 3.971 -1.914  0.4205
H 1.567 5.023 -2.049  0.3768
H -0.773 3.070 -2.370  0.7742
H 0.149 1.557 -2.425  -1.0897
H 2.074 1.065 0.307  -0.0178
H 3.291 2.297 -0.058  0.5403
H 2.630 1.295 -1.356  0.2783
C -0.174 1.990 4.035  -1.6165
C -0.544 2.105 2.551  2.4984
C -2.080 2.118 2.445  -1.4590
C 0.061 3.425 2.050  -2.0072
C -0.107 1.006 1.712  -1.1621
C -0.160 0.342 0.620  -0.2928
H -0.665 2.815 4.567  0.5621
H 0.906 2.070 4.190  0.4864
H -0.541 1.056 4.461  -0.0558
H -2.476 2.844 3.155  0.5170
H -2.403 2.381 1.425  0.2830
H -2.474 1.125 2.682  0.1846
H 1.152 3.366 2.111  0.3929
H -0.240 3.636 1.006  0.3698
H -0.297 4.258 2.667  0.5359

Q: Among the records above, which one has the lowest DFT total energy?
A: C20H25I2N5O6SV